3 unconnected molecules or ions with the total composition C18H38ClN2O2. Source: OMol25; level of theory: ωB97M-V with the def2-TZVPD basis set.

The LUMO energy (alpha / beta) is 0.637 / -4.137 eV. Its expectation value of S² is 0.7531. The HOMO energy (alpha / beta) comes out at -8.41 / -8.37 eV. Its charge is 0. As for the multiplicity: 2. The molar mass is 350.0 g/mol. For the HOMO-LUMO gap (alpha / beta), the calculation gives 0.3325 / 0.1557 Eh. The value obtained for the total energy is -1428.5619 Eh.

Element x y z (Å)
Cl1 11.93015 4.56771 -9.16017
C1 11.07953 7.17573 -6.05839
C2 11.61091 6.34815 -4.75957
C3 10.97026 7.12788 -3.62880
C4 9.50501 6.68344 -3.45483
C5 9.39435 5.20254 -3.32754
C6 9.86759 4.41983 -4.65555
N1 11.29513 4.90720 -4.88317
O1 11.83303 4.23085 -5.96912
C7 9.97817 2.87514 -4.39200
C8 8.80324 4.70055 -5.75975
C9 13.09410 6.37958 -4.50944
H1 11.67473 8.07583 -6.21226
H2 10.02794 7.45014 -6.14175
H3 11.37889 6.58308 -6.92282
H4 11.59019 7.01019 -2.74002
H5 10.84649 8.20054 -3.77766
H6 8.92288 7.08408 -4.28472
H7 8.88895 7.18888 -2.71111
H8 8.32131 5.03719 -3.23087
H9 9.81968 4.88671 -2.37494
H10 9.78665 2.51098 -5.40136
H11 10.95064 2.55489 -4.01806
H12 9.17601 2.52238 -3.74376
H13 7.81457 5.00892 -5.41985
H14 9.04761 5.59079 -6.33928
H15 8.73914 3.87035 -6.46314
H16 13.40057 7.31813 -4.04759
H17 13.70562 6.11810 -5.37303
H18 13.20684 5.74611 -3.62961
H19 11.42928 4.84395 -6.58774
C10 7.11251 4.15802 -9.46981
C11 7.03825 4.96910 -10.80332
C12 5.56127 5.57385 -10.88718
C13 5.27796 6.81040 -10.08066
C14 6.34943 7.95828 -10.23997
C15 7.81879 7.47576 -10.13362
N2 8.01983 6.15160 -10.90958
O2 9.36896 5.68802 -10.88809
C16 8.65041 8.63650 -10.73632
C17 8.18176 7.14221 -8.73155
C18 7.31714 4.17099 -12.15230
H20 6.59061 4.58478 -8.61332
H21 8.14605 4.03248 -9.14713
H22 6.68973 3.16069 -9.59103
H23 5.40442 5.81731 -11.93800
H24 4.80439 4.81246 -10.69870
H25 5.18586 6.45205 -9.05538
H26 4.29385 7.15161 -10.40194
H27 6.08459 8.73040 -9.51763
H28 6.23034 8.51763 -11.16790
H29 8.55554 9.61591 -10.26744
H30 9.62244 8.18087 -10.92513
H31 8.28768 8.85199 -11.74136
H32 8.25254 7.99391 -8.05502
H33 7.42290 6.46416 -8.34107
H34 9.20417 6.78621 -8.60491
H35 7.19836 4.63101 -13.13330
H36 6.90165 3.16456 -12.20300
H37 8.36224 3.90480 -11.99411
H38 9.52808 5.65693 -9.94188

A molecular structure, C18H38N3O2PSiTi. Source: OMol25; level of theory: ωB97M-V with the def2-TZVPD basis set.

The LUMO energy is 0.216 eV. The HOMO energy comes out at -6.49 eV. Its charge is 0. The molar mass is 435.4 g/mol. As for the energy relative to the best compared isomer or geometry (same formula, charge and spin): 0.0 kcal/mol. For the HOMO-LUMO gap, the calculation gives 0.2463 Eh. The value obtained for the total energy is -2503.6577 Eh.

Element x y z (Å)
Ti1 0.00000 0.00000 0.00000
Si1 0.15590 -2.20570 -1.32040
P1 0.51700 1.18080 -2.10670
N1 -1.74820 0.08330 -0.20850
H1 0.64900 1.46960 0.78190
C1 0.84270 3.00700 -2.06380
H2 0.99050 3.43510 -3.07220
H3 1.73830 3.18920 -1.44630
H4 -0.01150 3.49930 -1.57010
C2 1.95270 0.57250 -3.10410
H5 2.09390 1.17720 -4.01730
H6 1.76690 -0.47840 -3.37950
H7 2.86690 0.61490 -2.49010
C3 -0.88070 1.06360 -3.30720
H8 -0.65150 1.59200 -4.24940
H9 -1.78130 1.50050 -2.84520
H10 -1.07390 -0.00290 -3.50770
C4 1.88370 -3.03820 -1.49980
H11 2.33110 -3.24480 -0.50970
H12 2.58440 -2.37610 -2.04060
H13 1.82050 -3.99350 -2.05260
H14 -0.71630 -3.32410 -0.76910
H15 -0.34680 -2.15620 -2.75640
C5 -3.09730 -0.00240 -0.44020
C6 -5.36470 0.83000 -0.09790
C7 -3.99080 0.93140 0.14220
C8 -3.61330 -1.03310 -1.26680
C9 -4.98790 -1.11840 -1.50190
C10 -5.86940 -0.19120 -0.91980
H16 -6.04920 1.55460 0.35680
H17 -3.57840 1.72240 0.77570
H18 -2.91100 -1.74830 -1.70540
H19 -5.37820 -1.91670 -2.14260
H20 -6.94590 -0.26470 -1.10620
C11 3.20110 -0.15200 0.74370
O1 2.20330 -0.39250 0.03960
C12 3.06040 0.50990 2.08170
H21 3.97760 1.04590 2.37710
H22 2.84990 -0.25050 2.85640
H23 2.17500 1.17760 2.02150
C13 4.56910 -0.50800 0.22190
H24 5.16280 0.41530 0.07870
H25 4.48810 -1.05210 -0.73000
H26 5.11550 -1.12210 0.96140
C14 -0.19840 2.45600 3.13580
N2 -0.07670 1.23110 3.92790
C15 -0.07630 1.41360 5.37040
C16 0.00000 0.00000 3.27090
O2 0.00000 0.00000 2.00000
N3 0.03110 -1.26400 3.86800
C17 0.03540 -1.63290 5.28440
C18 0.02750 -2.41920 2.96920
H27 -0.34060 3.36560 3.75620
H28 -1.08130 2.38760 2.46080
H29 0.71760 2.65370 2.55920
H30 -0.97790 0.94360 5.81490
H31 0.88530 1.05540 5.79380
H32 -0.13000 2.48110 5.67070
H33 -0.87370 -2.23330 5.50610
H34 0.92680 -2.26200 5.49240
H35 0.06650 -0.85700 6.03400
H36 -0.88840 -2.40440 2.33750
H37 0.92600 -2.40030 2.31560
H38 0.02990 -3.38630 3.51990

A molecular structure, C18H38N4O10Tl2V. Source: OMol25; level of theory: ωB97M-V with the def2-TZVPD basis set.

The LUMO energy is -18.743 eV. The HOMO energy comes out at -22.11 eV. Its charge is +5. The molar mass is 930.2 g/mol. As for the energy relative to the best compared isomer or geometry (same formula, charge and spin): 0.0 kcal/mol. For the HOMO-LUMO gap, the calculation gives 0.1239 Eh. The value obtained for the total energy is -2966.3234 Eh.

Element x y z (Å)
Tl1 -30.21340 16.53146 10.13898
Tl2 -30.66026 12.43536 6.31328
O1 -26.26193 10.36498 10.01109
V1 -27.75531 10.86388 10.17974
O2 -28.32125 9.92862 11.35074
N1 -27.72453 13.86541 8.80441
O3 -27.24382 12.92989 9.49526
O4 -28.28444 13.56878 7.72386
O5 -27.77019 14.98309 9.29472
N2 -30.16259 13.29736 10.00826
O6 -30.72636 13.24091 8.88840
O7 -29.72217 12.24177 10.52071
O8 -30.02828 14.42507 10.53077
C1 -22.77529 10.51647 5.57377
C2 -23.45511 11.59108 6.56599
C3 -22.23399 12.40082 7.22961
C4 -21.67912 13.42389 6.23195
C5 -22.79823 14.37824 5.87121
C6 -24.06038 13.64770 5.32299
N3 -24.40735 12.49426 6.11708
O9 -25.61177 11.97875 5.91040
C7 -25.24383 14.66824 5.46936
C8 -23.97192 13.27046 3.81827
C9 -23.98807 10.76952 7.75295
H1 -22.55648 10.94208 4.59899
H2 -23.50999 9.71548 5.48211
H3 -21.87535 10.13001 6.04307
H4 -22.54973 12.86219 8.16712
H5 -21.38218 11.76396 7.45958
H6 -21.45345 12.83103 5.34249
H7 -20.78999 13.86641 6.68114
H8 -22.51610 14.99676 5.01963
H9 -23.12569 14.95294 6.73697
H10 -25.03800 15.58437 4.92151
H11 -26.14558 14.22574 5.04170
H12 -25.51222 14.94306 6.49272
H13 -23.86473 14.18765 3.24245
H14 -23.15454 12.59272 3.57327
H15 -24.84562 12.67604 3.54490
H16 -24.46176 11.36609 8.54131
H17 -23.21104 10.23401 8.29945
H18 -24.71771 10.02033 7.44004
H19 -26.21038 12.58700 6.42931
C10 -25.87707 20.49507 8.60493
C11 -26.52564 19.69505 9.81570
C12 -25.96654 20.26602 11.13222
C13 -26.61928 21.60895 11.47325
C14 -28.13384 21.56640 11.44382
C15 -28.70045 20.94814 10.14178
N4 -27.97635 19.76648 9.79630
O10 -28.52632 19.09855 8.74163
C16 -30.22646 20.68248 10.41401
C17 -28.68493 22.10072 9.03918
C18 -26.02001 18.24544 9.73867
H20 -26.00064 20.03721 7.62633
H21 -26.01922 21.57432 8.60274
H22 -24.82761 20.43308 8.90348
H23 -26.12058 19.54142 11.94336
H24 -24.87573 20.26260 11.12077
H25 -26.17924 21.82468 12.44731
H26 -26.28688 22.34446 10.73056
H27 -28.37251 22.63055 11.49146
H28 -28.54220 21.05069 12.31900
H29 -30.30137 19.73463 10.94350
H30 -30.79388 20.69195 9.48418
H31 -30.63663 21.49073 11.01633
H32 -29.56957 22.73350 9.12344
H33 -28.67540 21.80670 7.98299
H34 -27.85217 22.79404 9.18601
H35 -26.43573 17.75441 10.62257
H36 -26.34592 17.68941 8.86209
H37 -24.94520 18.18598 9.88710
H38 -28.52708 19.74526 7.99865